{"formula": "C9H8N2O2S", "method": "the ωB97M-V functional and the def2-TZVPD basis", "elements": ["C", "C", "C", "C", "O", "C", "C", "N", "C", "O", "N", "C", "C", "S", "H", "H", "H", "H", "H", "H", "H", "H"], "xyz": [[-2.88777, -2.01792, -1.74509], [-1.42359, -2.11934, -1.48357], [-0.81900, -1.01625, -0.76555], [0.55247, -1.30606, -0.29505], [1.62188, -0.51985, 0.23451], [1.25872, 0.71038, 0.74955], [0.29471, 1.02082, 1.81783], [-0.01139, 2.20475, 2.25954], [0.80451, 3.25412, 1.78605], [0.31391, 4.31792, 1.74476], [1.89749, 3.01617, 1.06293], [2.14759, 1.76025, 0.55452], [0.86475, -2.60244, -0.71623], [-0.38094, -3.50617, -1.50299], [-3.50568, -2.32309, -0.85516], [-3.11077, -2.61368, -2.64903], [-3.18572, -0.95293, -1.88313], [-1.25422, -0.01752, -0.57750], [-0.48484, 0.35427, 2.11440], [2.56048, 3.77992, 0.82770], [2.98850, 1.68330, -0.04394], [1.75892, -3.10664, -0.63456]], "charge": 0, "homo_ev": -8.43, "e_tot_ev": -27370.658, "smiles": "Cc1cc(Oc2cnc(=O)[nH]c2)cs1", "e_lumo_ha": 0.0066, "de_lowest_kcal_mol": 74.0}